# 1
{
  "formula": "C50H118N4O18",
  "method": "wB97M-V/def2-TZVPD",
  "smiles": "CC1(C)CCCC(C)(C)N1O.CC1(C)CCCC(C)(C)N1O.CC1(C)CCCC(C)(C)N1O.CC1(C)CCCC(C)(C)N1O.OCCO.OCCO.OCCO.OCCO.OCCO.OCCO.OCCO",
  "lumo_ev": 0.22,
  "relative_energy_kcal_mol": 97.04,
  "orbital_gap_ev": 8.2,
  "elements": ["C", "C", "C", "C", "C", "C", "C", "C", "C", "N", "O", "H", "H", "H", "H", "H", "H", "H", "H", "H", "H", "H", "H", "H", "H", "H", "H", "H", "H", "H", "C", "C", "C", "C", "C", "C", "C", "C", "C", "N", "O", "H", "H", "H", "H", "H", "H", "H", "H", "H", "H", "H", "H", "H", "H", "H", "H", "H", "H", "H", "C", "C", "C", "C", "C", "C", "C", "C", "C", "N", "O", "H", "H", "H", "H", "H", "H", "H", "H", "H", "H", "H", "H", "H", "H", "H", "H", "H", "H", "H", "C", "C", "C", "C", "C", "C", "C", "C", "C", "N", "O", "H", "H", "H", "H", "H", "H", "H", "H", "H", "H", "H", "H", "H", "H", "H", "H", "H", "H", "H", "O", "C", "C", "O", "H", "H", "H", "H", "H", "H", "O", "C", "C", "O", "H", "H", "H", "H", "H", "H", "O", "C", "C", "O", "H", "H", "H", "H", "H", "H", "O", "C", "C", "O", "H", "H", "H", "H", "H", "H", "O", "C", "C", "O", "H", "H", "H", "H", "H", "H", "O", "C", "C", "O", "H", "H", "H", "H", "H", "H", "O", "C", "C", "O", "H", "H", "H", "H", "H", "H"],
  "xyz": [[-1.60, 6.52, 2.45], [-1.06, 8.00, 2.58], [-2.01, 8.92, 3.44], [0.32, 8.05, 3.42], [1.53, 7.51, 2.59], [1.70, 8.37, 1.33], [0.43, 8.33, 0.44], [0.71, 9.39, -0.66], [0.35, 6.87, -0.28], [-0.79, 8.61, 1.26], [-1.94, 8.54, 0.46], [-0.76, 5.84, 2.32], [-2.00, 6.10, 3.37], [-2.47, 6.30, 1.85], [-2.24, 8.51, 4.43], [-1.74, 9.98, 3.46], [-3.01, 8.94, 3.02], [0.49, 9.06, 3.82], [0.26, 7.42, 4.31], [2.40, 7.58, 3.25], [1.33, 6.47, 2.32], [2.51, 7.96, 0.74], [2.03, 9.37, 1.62], [-0.19, 9.42, -1.27], [1.64, 9.27, -1.23], [0.86, 10.38, -0.23], [0.10, 6.09, 0.44], [1.37, 6.68, -0.62], [-0.31, 6.83, -1.15], [-2.03, 7.61, 0.24], [-0.80, 2.82, 1.21], [-0.67, 1.39, 0.56], [-1.62, 0.42, 1.43], [-1.00, 1.63, -0.99], [-0.56, 0.41, -1.87], [0.94, 0.14, -1.76], [1.29, -0.18, -0.29], [0.75, -1.59, 0.17], [2.78, -0.18, -0.15], [0.79, 0.88, 0.65], [1.33, 0.86, 1.89], [-0.16, 3.55, 0.71], [-1.84, 3.17, 1.25], [-0.42, 2.80, 2.23], [-2.56, 0.24, 0.91], [-1.17, -0.56, 1.60], [-1.85, 0.87, 2.40], [-2.08, 1.78, -1.08], [-0.64, 2.55, -1.42], [-1.17, -0.47, -1.67], [-0.71, 0.67, -2.92], [1.67, 0.82, -2.20], [1.18, -0.79, -2.27], [1.27, -2.41, -0.33], [-0.29, -1.67, -0.12], [0.91, -1.89, 1.20], [3.31, -0.68, -0.97], [3.05, -0.67, 0.79], [3.22, 0.81, -0.21], [2.05, 1.49, 1.81], [6.09, -2.77, -0.68], [5.70, -3.15, 0.78], [5.89, -1.83, 1.57], [4.18, -3.41, 0.75], [3.64, -3.75, 2.16], [4.43, -5.03, 2.61], [5.97, -4.88, 2.64], [6.44, -4.14, 3.91], [6.49, -6.33, 2.67], [6.42, -4.29, 1.36], [7.78, -4.03, 1.28], [7.17, -2.59, -0.66], [5.99, -3.51, -1.48], [5.66, -1.81, -0.96], [6.89, -1.47, 1.30], [5.21, -1.00, 1.35], [5.76, -1.95, 2.65], [3.63, -2.66, 0.18], [3.99, -4.25, 0.08], [3.81, -2.94, 2.87], [2.58, -3.97, 2.05], [4.02, -5.87, 2.04], [4.10, -5.21, 3.63], [5.86, -3.27, 4.21], [7.48, -3.84, 3.79], [6.37, -4.76, 4.80], [6.10, -6.99, 1.90], [6.12, -6.80, 3.59], [7.57, -6.47, 2.59], [8.12, -4.71, 0.69], [-1.87, -4.04, 0.85], [-1.73, -5.57, 0.57], [-0.51, -5.76, -0.38], [-1.51, -6.34, 1.83], [-1.76, -7.88, 1.77], [-3.12, -8.14, 1.18], [-3.42, -7.45, -0.21], [-2.70, -8.24, -1.24], [-4.90, -7.54, -0.54], [-3.04, -6.03, 0.00], [-3.57, -5.33, -1.04], [-0.87, -3.74, 1.17], [-2.01, -3.38, -0.01], [-2.61, -3.80, 1.61], [-0.73, -5.45, -1.40], [0.34, -5.14, -0.10], [-0.19, -6.80, -0.35], [-0.46, -6.23, 2.10], [-2.21, -5.96, 2.57], [-0.96, -8.42, 1.28], [-1.92, -8.27, 2.78], [-3.93, -7.84, 1.84], [-3.33, -9.21, 1.16], [-1.61, -8.19, -1.21], [-3.00, -7.97, -2.25], [-2.82, -9.32, -1.13], [-5.14, -7.29, -1.57], [-5.48, -6.96, 0.18], [-5.01, -8.62, -0.46], [-4.19, -4.75, -0.59], [-0.25, 6.13, -3.92], [-0.50, 4.80, -3.43], [0.12, 3.73, -4.36], [1.52, 3.58, -4.10], [0.68, 6.37, -3.97], [-0.14, 4.78, -2.40], [-1.59, 4.80, -3.40], [-0.03, 4.04, -5.40], [-0.42, 2.79, -4.31], [1.56, 3.27, -3.19], [-4.19, 2.34, -5.00], [-3.69, 1.52, -3.87], [-4.56, 0.28, -3.60], [-4.58, -0.72, -4.53], [-3.70, 3.15, -5.13], [-2.64, 1.27, -4.07], [-3.66, 2.06, -2.93], [-5.55, 0.68, -3.38], [-4.26, -0.08, -2.62], [-3.77, -1.19, -4.35], [-7.07, 3.56, 1.80], [-5.83, 3.04, 2.14], [-5.61, 1.74, 1.32], [-5.26, 2.18, -0.04], [-6.99, 4.48, 1.56], [-4.94, 3.63, 1.89], [-5.77, 2.69, 3.17], [-6.38, 1.00, 1.10], [-4.74, 1.29, 1.80], [-6.00, 2.66, -0.42], [-0.09, -0.75, -4.96], [0.89, -1.59, -5.61], [2.06, -0.80, -6.19], [1.48, -0.22, -7.35], [-0.47, -0.14, -5.60], [1.30, -2.37, -4.96], [0.28, -2.17, -6.29], [2.89, -1.39, -6.56], [2.51, -0.01, -5.59], [0.54, -0.03, -7.23], [-2.41, -2.08, -4.27], [-2.35, -3.26, -3.49], [-1.81, -4.51, -4.29], [-0.67, -4.13, -4.94], [-1.58, -2.07, -4.75], [-1.64, -3.14, -2.67], [-3.34, -3.46, -3.10], [-2.63, -4.72, -4.97], [-1.64, -5.32, -3.59], [-0.29, -4.89, -5.38], [-2.56, -1.56, 3.81], [-3.47, -1.09, 4.84], [-2.62, -0.82, 6.14], [-1.74, 0.30, 5.98], [-2.00, -0.79, 3.70], [-4.08, -0.21, 4.66], [-4.23, -1.84, 5.04], [-2.00, -1.65, 6.46], [-3.22, -0.74, 7.04], [-2.17, 0.97, 6.51], [2.16, 3.25, -1.05], [3.55, 3.69, -0.86], [3.86, 4.16, 0.53], [3.72, 3.06, 1.43], [2.00, 2.66, -0.31], [4.18, 2.88, -1.21], [3.77, 4.55, -1.51], [3.09, 4.85, 0.90], [4.87, 4.55, 0.66], [4.04, 3.24, 2.32]]
}



# 2
{
  "formula": "C18H42MgN3O9S4",
  "method": "wB97M-V/def2-TZVPD",
  "charge": 1,
  "lumo_ev": -2.97,
  "relative_energy_kcal_mol": 59.83,
  "orbital_gap_ev": 7.4,
  "elements": ["Mg", "N", "O", "O", "O", "C", "C", "N", "H", "H", "H", "C", "C", "N", "H", "H", "H", "C", "S", "O", "C", "H", "H", "H", "H", "H", "H", "C", "S", "O", "C", "H", "H", "H", "H", "H", "H", "C", "S", "O", "C", "H", "H", "H", "H", "H", "H", "C", "S", "O", "C", "H", "H", "H", "H", "H", "H", "C", "C", "O", "C", "H", "H", "H", "H", "H", "H", "C", "C", "O", "C", "H", "H", "H", "H", "H", "H"],
  "xyz": [[-33.65, 4.12, 44.76], [-36.26, 2.73, 43.84], [-36.74, 2.55, 42.76], [-35.25, 3.38, 44.00], [-36.85, 2.38, 44.85], [-38.21, 2.71, 47.85], [-37.30, 1.56, 48.09], [-36.59, 0.68, 48.33], [-37.62, 3.56, 47.49], [-38.98, 2.96, 48.58], [-38.80, 2.49, 46.96], [-38.63, -0.19, 44.73], [-39.93, -0.87, 44.42], [-40.90, -1.42, 44.17], [-38.00, -0.90, 45.28], [-38.83, 0.67, 45.36], [-38.03, 0.21, 43.92], [-31.57, 0.66, 46.60], [-32.78, 0.92, 45.16], [-32.82, 2.41, 44.96], [-34.38, 0.45, 45.96], [-31.46, -0.40, 46.82], [-32.06, 1.14, 47.45], [-30.66, 1.21, 46.36], [-34.77, 1.27, 46.57], [-34.15, -0.39, 46.61], [-35.10, 0.23, 45.17], [-32.64, 7.17, 42.86], [-34.10, 7.26, 44.02], [-34.07, 5.90, 44.73], [-33.35, 8.35, 45.25], [-32.35, 8.11, 42.38], [-32.92, 6.62, 41.96], [-31.80, 6.65, 43.31], [-33.21, 7.80, 46.18], [-33.99, 9.23, 45.35], [-32.38, 8.73, 44.93], [-39.70, 1.88, 40.88], [-40.22, 0.98, 39.33], [-39.05, 1.03, 38.35], [-40.18, -0.71, 40.14], [-38.70, 1.67, 41.25], [-40.36, 1.63, 41.71], [-39.90, 2.91, 40.58], [-41.01, -0.90, 40.82], [-39.18, -0.90, 40.52], [-40.35, -1.39, 39.31], [-31.09, 2.11, 42.33], [-32.12, 3.62, 41.73], [-32.91, 4.11, 42.97], [-33.35, 2.55, 40.81], [-30.32, 2.33, 43.07], [-30.53, 1.71, 41.49], [-31.84, 1.41, 42.71], [-33.70, 1.80, 41.53], [-32.86, 1.96, 40.04], [-34.20, 3.15, 40.48], [-37.60, 4.54, 40.16], [-36.28, 5.23, 40.02], [-35.68, 5.14, 38.94], [-35.70, 5.89, 41.23], [-37.55, 3.69, 40.85], [-37.92, 4.14, 39.20], [-38.42, 5.21, 40.42], [-34.80, 6.42, 40.92], [-35.48, 5.12, 41.97], [-36.54, 6.46, 41.61], [-37.63, 5.67, 44.84], [-37.57, 7.05, 45.53], [-36.86, 7.11, 46.51], [-38.33, 8.27, 45.05], [-37.34, 4.84, 45.48], [-36.88, 5.60, 44.05], [-38.62, 5.48, 44.42], [-38.36, 9.04, 45.82], [-39.35, 7.97, 44.79], [-37.86, 8.75, 44.19]]
}



# 3
{
  "formula": "C40H63BNO13PS3",
  "method": "wB97M-V/def2-TZVPD",
  "smiles": "CCOP(=O)(CCCc1cc([C@@H](C)CC)cc2c1C(=O)c1ccc(CNC)c(CB(O)O)c1C2=O)OCC.O=S1(=O)CCCC1.O=S1(=O)CCCC1.O=S1(=O)CCCC1",
  "lumo_ev": -1.00,
  "orbital_gap_ev": 7.8,
  "elements": ["C", "C", "O", "P", "O", "C", "C", "C", "C", "C", "C", "C", "C", "C", "C", "C", "C", "C", "C", "O", "C", "C", "C", "C", "C", "N", "C", "C", "C", "B", "O", "O", "C", "C", "O", "O", "C", "C", "H", "H", "H", "H", "H", "H", "H", "H", "H", "H", "H", "H", "H", "H", "H", "H", "H", "H", "H", "H", "H", "H", "H", "H", "H", "H", "H", "H", "H", "H", "H", "H", "H", "H", "H", "H", "H", "H", "H", "O", "S", "O", "C", "C", "C", "C", "H", "H", "H", "H", "H", "H", "H", "H", "O", "S", "O", "C", "C", "C", "C", "H", "H", "H", "H", "H", "H", "H", "H", "O", "S", "O", "C", "C", "C", "C", "H", "H", "H", "H", "H", "H", "H", "H"],
  "xyz": [[0.14, 0.19, -0.25], [0.84, 1.10, 0.90], [1.75, 2.08, 0.32], [2.75, 2.79, 1.52], [1.92, 3.04, 2.79], [4.18, 1.63, 2.04], [4.11, 0.19, 1.32], [3.85, -1.05, 2.31], [2.86, -2.07, 1.54], [1.46, -2.44, 2.17], [0.42, -3.37, 1.50], [-1.02, -3.74, 2.07], [-1.21, -5.35, 2.15], [-1.40, -3.02, 3.46], [-2.18, -1.64, 3.08], [0.80, -3.99, 0.11], [2.17, -3.64, -0.53], [3.23, -2.69, 0.16], [4.61, -2.38, -0.62], [5.72, -2.32, -0.05], [4.42, -2.15, -2.21], [5.20, -1.04, -2.99], [4.86, -0.91, -4.52], [3.79, -1.82, -5.23], [3.54, -1.60, -6.79], [2.10, -1.40, -7.17], [1.35, -0.57, -6.19], [3.04, -2.95, -4.42], [1.94, -3.91, -5.10], [2.57, -4.96, -6.17], [1.66, -5.43, -7.21], [3.92, -5.48, -6.13], [3.36, -3.09, -2.90], [2.61, -4.19, -1.98], [2.41, -5.38, -2.32], [3.34, 4.25, 0.80], [2.15, 4.98, 0.38], [1.86, 4.92, -1.20], [-0.31, -0.73, 0.28], [-0.63, 0.77, -0.85], [1.01, -0.14, -0.94], [0.04, 1.63, 1.54], [1.37, 0.37, 1.61], [5.13, 2.15, 1.64], [4.29, 1.56, 3.17], [5.14, 0.01, 0.83], [3.35, 0.12, 0.47], [4.82, -1.64, 2.50], [3.43, -0.74, 3.34], [1.18, -1.97, 3.17], [-1.79, -3.38, 1.29], [-2.17, -5.66, 2.69], [-0.27, -5.87, 2.56], [-1.33, -5.74, 1.06], [-0.52, -2.86, 4.17], [-2.17, -3.71, 3.98], [-2.93, -1.80, 2.23], [-2.75, -1.26, 3.99], [-1.39, -0.89, 2.71], [0.11, -4.68, -0.49], [5.97, -0.36, -2.48], [5.41, -0.12, -5.16], [3.88, -2.57, -7.32], [4.19, -0.76, -7.24], [2.10, -0.98, -8.12], [0.31, -0.38, -6.66], [1.79, 0.46, -5.99], [1.13, -1.16, -5.23], [1.23, -3.22, -5.69], [1.26, -4.43, -4.32], [1.49, -4.62, -7.75], [4.47, -5.10, -6.84], [1.19, 4.64, 0.91], [2.33, 6.08, 0.69], [0.98, 4.23, -1.48], [1.54, 5.97, -1.58], [2.82, 4.65, -1.79], [-1.32, 2.65, 6.96], [0.07, 2.30, 7.14], [0.50, 0.93, 7.33], [1.02, 3.02, 5.82], [1.39, 4.40, 6.34], [1.80, 4.21, 7.80], [0.75, 3.31, 8.45], [0.43, 3.05, 4.91], [1.91, 2.41, 5.67], [2.20, 4.85, 5.75], [0.52, 5.07, 6.28], [2.78, 3.71, 7.84], [1.89, 5.16, 8.33], [1.18, 2.67, 9.22], [-0.07, 3.90, 8.88], [-2.51, 1.66, 0.54], [-3.09, 2.30, -0.62], [-3.12, 1.66, -1.92], [-4.75, 2.82, -0.20], [-4.56, 4.22, 0.37], [-3.55, 4.92, -0.54], [-2.40, 3.94, -0.78], [-5.19, 2.12, 0.51], [-5.33, 2.84, -1.12], [-5.51, 4.76, 0.41], [-4.16, 4.16, 1.39], [-4.03, 5.15, -1.50], [-3.20, 5.85, -0.11], [-1.97, 4.06, -1.77], [-1.62, 4.05, -0.02], [-7.53, 0.95, -0.15], [-7.63, 0.22, -1.40], [-8.31, 0.77, -2.56], [-6.00, -0.31, -1.88], [-5.83, -1.67, -1.21], [-7.17, -2.40, -1.40], [-8.28, -1.41, -1.06], [-5.26, 0.42, -1.57], [-5.99, -0.41, -2.97], [-5.00, -2.23, -1.63], [-5.64, -1.53, -0.14], [-7.26, -2.71, -2.45], [-7.23, -3.29, -0.79], [-9.17, -1.58, -1.67], [-8.54, -1.45, 0.00]]
}



Here are the calculated HOMO level numbers, same order: -7.99 -10.38 -8.78 (eV).